Formula: C3H5FN2
Source: the OMol25 dataset
Level of theory: wB97M-V/def2-TZVPD

```
11
Properties=species:S:1:pos:R:3:forces:R:3:nbo_charge:R:1
F 0.1417 -1.7460 0.5650 -0.17 -0.25 0.20 -0.366
C -0.5414 -0.5235 0.6207 1.32 0.43 -1.08 0.134
C 0.4766 0.5423 0.9422 1.27 2.45 0.04 -0.077
N 0.8675 1.2918 -0.0529 -1.72 -1.82 -0.11 -0.166
N 0.2153 0.8166 -1.1847 0.14 -0.58 0.59 -0.454
C -0.8863 -0.0770 -0.7960 -0.32 1.26 0.35 -0.282
H -1.4112 -0.6499 1.2430 -0.06 0.01 0.44 0.191
H 1.0057 0.8812 1.8388 -0.67 -1.00 0.25 0.217
H 0.0167 1.4839 -1.8997 0.11 0.53 -0.07 0.376
H -1.8470 0.4961 -0.7316 0.56 -0.54 -0.32 0.196
H -0.9121 -0.9064 -1.4737 -0.45 -0.48 -0.29 0.232
```
Positions in Å, forces in eV/Å.

Computed properties:
- charge = 0
- multiplicity = 1
- energy relative to the best compared isomer or geometry (same formula, charge and spin) (eV) = 0.9361
- frontier orbital gap (Ha) = 0.364
- highest occupied orbital energy (hartree) = -0.328
- LUMO energy (eV) = 0.96
- molecular weight (g mol⁻¹) = 88.08
- electronic energy (eV) = -8888.209
- SMILES = F[C@H]1C=NNC1
- max |F| (eV/Å) = 2.8